# 1
3 unconnected molecules or ions with the total composition C20H30BrIN3O13P3, computed with ωB97M-V/def2-TZVPD.

Calculated values
- Electronic energy: -5818.235833 hartree
- Energy above the lowest of the compared OMol25 structures with the same formula, charge and spin: 0.00 kcal per mole
- SMILES string: CCOCCO[C@@H]([C@@H](I)OCP(O)Br)N(CP(=O)(O)O)P(O)O.O=[N+]([O-])c1ccccc1.O=[N+]([O-])c1ccccc1

Last column: Mulliken charge in e.
Cartesian coordinates (Å):
C: -2.89705 3.34147 -3.88922  -1.040
C: -1.63282 3.84932 -4.57628  -0.252
O: -0.71745 2.78300 -4.73294  -0.367
C: 0.65522 3.13886 -4.76209  -0.596
C: 1.50991 2.05105 -4.13560  -0.688
O: 1.84917 2.29994 -2.77841  -0.343
C: 1.08712 1.62984 -1.79852  -0.274
C: 1.69961 0.25313 -1.46999  -1.217
I: 3.85153 0.10780 -1.70497  0.053
O: 1.22967 -0.13050 -0.22496  -0.069
C: 1.25810 -1.51188 0.07908  -0.400
P: -0.49628 -2.12325 0.00570  0.117
O: -1.14393 -0.91875 0.88222  -0.184
Br: -0.22164 -3.81797 1.46755  -0.274
N: 0.82641 2.46731 -0.64141  0.561
C: 0.01547 3.62867 -1.04213  0.048
P: -1.34671 3.93703 0.12374  0.851
O: -0.97406 4.08064 1.52772  -0.656
O: -2.08401 5.24607 -0.43213  -0.527
O: -2.40385 2.76205 -0.17894  -0.515
P: 2.26006 2.68697 0.33445  0.231
O: 2.50220 4.26870 -0.00288  -0.461
O: 1.65841 2.87216 1.82360  -0.545
H: -3.34195 4.12441 -3.27276  0.280
H: -3.65249 3.02685 -4.60656  0.347
H: -2.65057 2.49549 -3.24899  0.208
H: -1.18000 4.65916 -3.99228  0.216
H: -1.89700 4.25971 -5.55751  0.420
H: 0.83475 4.09283 -4.25581  0.289
H: 0.97517 3.26016 -5.80479  0.505
H: 1.02838 1.07632 -4.26127  0.322
H: 2.45577 2.00596 -4.67909  0.472
H: 0.10286 1.38823 -2.22815  0.512
H: 1.34354 -0.44035 -2.23642  0.833
H: 1.82484 -2.10027 -0.65185  0.174
H: 1.69592 -1.67723 1.06394  0.492
H: -1.95161 -1.21845 1.33630  0.240
H: -0.44302 3.39990 -2.00851  -0.433
H: 0.58196 4.55010 -1.17517  0.463
H: -2.50162 5.08341 -1.28625  0.277
H: -1.97817 2.01492 -0.61576  0.363
H: 3.13243 4.65926 0.61271  0.300
H: 1.04346 2.16470 2.05310  0.309
C: 5.01904 -5.49832 1.63472  -0.447
C: 6.01543 -4.91930 0.85881  -0.405
C: 5.72306 -4.45021 -0.41100  -0.457
C: 4.42637 -4.57200 -0.87611  0.081
C: 3.41912 -5.14661 -0.12524  -0.235
C: 3.72616 -5.61309 1.14321  -0.564
N: 4.10864 -4.05504 -2.22000  1.095
O: 5.01701 -3.57085 -2.85721  -0.602
O: 2.95630 -4.13383 -2.59967  -0.618
H: 5.25136 -5.85851 2.62827  0.382
H: 7.02202 -4.82953 1.24369  0.377
H: 6.48206 -3.99557 -1.02949  0.465
H: 2.41758 -5.22367 -0.52072  0.522
H: 2.95045 -6.06113 1.74832  0.393
C: -5.89662 -1.44164 6.66634  -0.457
C: -4.64553 -2.03009 6.79990  -0.440
C: -3.80034 -2.12204 5.70664  -0.317
C: -4.23570 -1.61412 4.49659  0.110
C: -5.47733 -1.02735 4.33590  -0.331
C: -6.31228 -0.94438 5.43787  -0.441
N: -3.33727 -1.69344 3.33957  1.186
O: -2.25492 -2.21909 3.47749  -0.586
O: -3.71510 -1.21382 2.28208  -0.752
H: -6.55077 -1.36880 7.52491  0.378
H: -4.32514 -2.41650 7.75742  0.367
H: -2.82395 -2.57534 5.78910  0.448
H: -5.78021 -0.64426 3.37318  0.436
H: -7.28721 -0.48822 5.33695  0.373

***

# 2
A molecular structure, C18H15N6O2RuSSe, computed with ωB97M-V/def2-TZVPD.

Calculated values
- Electronic energy: -4068.439179 hartree
- Energy above the lowest of the compared OMol25 structures with the same formula, charge and spin: 0.40 kcal per mole
- Multiplicity: 2

Last column: Mulliken charge in e.
Cartesian coordinates (Å):
Ru: -0.92513 0.80900 -1.09243  0.685
C: -1.61916 4.87482 -0.07351  -1.362
C: -1.35643 3.41450 0.17367  1.108
O: -1.53762 2.65357 -0.86699  -0.717
C: -1.00865 2.96861 1.42106  -1.420
C: -0.89887 1.60194 1.81578  1.303
C: -0.77941 1.26951 3.27314  -1.307
N: -0.93063 0.64285 0.93502  0.345
N: -0.88758 -0.66163 1.41441  -0.825
C: -1.04067 -1.50016 0.44094  0.389
O: -1.21828 -1.12856 -0.80481  -0.819
C: -0.96964 -2.95739 0.70174  0.625
C: -1.09885 -3.84907 -0.35877  -0.343
C: -1.01453 -5.21511 -0.13012  -0.699
C: -0.80364 -5.69390 1.15398  -0.356
C: -0.67769 -4.80441 2.21474  -0.649
C: -0.76007 -3.44098 1.99208  -0.348
H: -1.61904 5.06772 -1.14351  0.359
H: -0.86351 5.49212 0.41173  0.378
H: -2.59168 5.15773 0.33225  0.318
H: -0.90828 3.70994 2.20110  0.270
H: -0.74372 2.17782 3.86927  0.372
H: 0.11635 0.67487 3.45237  0.317
H: -1.62549 0.66008 3.58930  0.314
H: -1.27012 -3.46303 -1.35427  0.459
H: -1.11759 -5.90523 -0.95725  0.398
H: -0.74002 -6.75980 1.33117  0.388
H: -0.51613 -5.17728 3.21783  0.386
H: -0.66503 -2.73705 2.80731  0.471
S: -0.53784 0.67275 -5.85648  -0.440
C: -0.78474 0.75755 -4.26596  0.352
N: -0.95909 0.83351 -3.10911  -0.408
Se: 2.61433 3.86856 -2.44785  0.304
N: 3.87826 2.67493 -2.14389  -0.806
C: 3.26761 1.59167 -1.70484  0.707
C: 3.91589 0.37220 -1.35197  -0.485
C: 3.12751 -0.64256 -0.93314  -0.912
C: 1.71104 -0.48569 -0.85277  0.152
N: 1.07094 0.61347 -1.15203  0.335
C: 1.83313 1.68474 -1.59246  0.316
N: 1.28942 2.82383 -1.93248  -0.401
H: 4.99072 0.28920 -1.43075  0.456
H: 3.53578 -1.60329 -0.65469  0.452
H: 1.11814 -1.33235 -0.53879  0.336

***

# 3
A single C3H3ClFN molecule at a distorted geometry, computed with ωB97M-V/def2-TZVPD.

Calculated values
- Electronic energy: -730.824477 hartree
- Energy above the lowest of the compared OMol25 structures with the same formula, charge and spin: 56.14 kcal per mole
- SMILES string: C[C@@](F)(Cl)C#N

Last column: Mulliken charge in e.
Cartesian coordinates (Å):
C: 0.74989 -0.09004 -1.61309  -1.001
C: 0.19553 -0.11886 -0.16564  0.680
C: -0.98865 -1.03024 0.00809  0.101
H: 1.10136 -1.13059 -1.73548  0.321
H: 1.52120 0.68001 -1.65398  0.338
H: -0.15085 -0.08452 -2.43777  0.298
N: -1.45536 -2.17153 0.46169  -0.384
F: 1.12440 -0.58123 0.55232  -0.157
Cl: -0.12614 1.67068 0.48520  -0.197

***

# 4
A molecular structure, C29H20AsClIrN4O14S2 at a distorted geometry, computed with ωB97M-V/def2-TZVPD.

Calculated values
- Electronic energy: -5986.303018 hartree
- Charge: -2
- Energy above the lowest of the compared OMol25 structures with the same formula, charge and spin: 14.49 kcal per mole
- Multiplicity: 2

Last column: Mulliken charge in e.
Cartesian coordinates (Å):
Ir: -1.08777 0.33619 -0.78472  3.041
C: 1.35532 4.57912 2.24884  -0.497
C: 1.62921 3.88141 1.08314  -0.895
C: 0.68635 3.00887 0.54978  -0.101
C: -0.52240 2.83996 1.19313  0.183
C: -0.81253 3.54206 2.34892  -0.321
C: 0.12655 4.40844 2.87867  -0.658
N: -1.49167 1.92576 0.60320  1.093
N: -2.65096 2.14338 0.93668  -1.087
C: -3.55016 1.24377 0.34243  0.162
C: -4.90093 1.38842 0.62424  -0.332
C: -5.79566 0.52061 0.03649  -0.725
C: -5.32084 -0.47358 -0.82139  -0.727
C: -3.97395 -0.61260 -1.10737  -0.647
C: -3.06887 0.27360 -0.52186  0.737
H: 2.09284 5.25647 2.66455  0.377
H: 2.57942 4.01025 0.57835  0.396
H: 0.87932 2.46918 -0.36345  0.255
H: -1.75986 3.36929 2.83876  0.462
H: -0.09272 4.93727 3.79788  0.355
H: -5.21689 2.17415 1.30201  0.424
H: -6.85599 0.61142 0.24023  0.351
H: -6.01869 -1.16798 -1.27610  0.410
H: -3.65377 -1.38938 -1.78401  0.359
O: 1.88745 0.27348 2.63944  -0.833
As: 0.24559 -0.29531 2.18871  1.328
O: -0.80804 0.54567 3.12367  -0.929
O: 0.41721 0.12279 0.51334  0.060
C: 0.58172 -2.09898 2.82015  -0.174
C: 1.64070 -2.32216 3.70166  -0.702
C: 1.81631 -3.57708 4.26251  -0.570
C: 0.93335 -4.61413 3.96705  -0.557
C: -0.12888 -4.39679 3.10921  -0.747
C: -0.29978 -3.13617 2.54174  -0.045
S: -1.56575 -2.90821 1.32268  1.213
O: -2.82470 -3.36372 1.86211  -0.796
O: -1.06985 -3.63278 0.17767  -0.722
O: -1.50265 -1.41319 1.19169  -0.641
H: 1.85144 1.23052 2.49802  0.290
H: 2.30982 -1.50854 3.93585  0.428
H: 2.64719 -3.75013 4.93766  0.373
H: 1.08106 -5.59338 4.40894  0.368
H: -0.83384 -5.18257 2.86475  0.415
O: 1.01424 3.15069 -5.68178  -0.595
C: 1.83521 2.16426 -5.38061  0.395
O: 2.73393 1.83543 -6.12396  -0.660
C: 1.62156 1.47920 -4.06903  0.030
C: 2.39394 0.43493 -3.58856  0.210
Cl: 3.69220 -0.40409 -4.31113  -0.182
N: 1.93176 0.08623 -2.37546  0.044
N: 0.88305 0.86083 -2.02769  0.440
C: 0.66887 1.68127 -3.04098  0.281
C: -0.49459 2.63805 -2.88309  0.186
O: -0.67390 3.50165 -3.76222  -0.971
O: -1.15408 2.51773 -1.81226  -0.493
C: 2.45974 -0.87893 -1.44308  -0.344
C: 3.71225 -0.66802 -0.89250  -0.121
C: 4.21267 -1.58212 0.02242  -0.797
C: 3.44847 -2.68624 0.38604  -0.424
C: 2.18939 -2.87408 -0.16845  -0.717
C: 1.69054 -1.97381 -1.09927  0.129
H: 0.31936 3.29338 -4.95779  0.446
H: 4.27931 0.21295 -1.17029  0.485
H: 5.19142 -1.42459 0.45929  0.332
H: 3.83155 -3.39392 1.11190  0.403
H: 1.57235 -3.71704 0.11963  0.478
H: 0.70387 -2.11140 -1.52480  0.195
O: -2.48860 -2.03828 -3.63622  -0.757
S: -1.40369 -1.19697 -3.19054  1.775
O: -0.16572 -1.35791 -3.91749  -0.702
O: -1.13810 -1.46661 -1.68080  -0.877
O: -1.82071 0.26204 -3.03648  -0.564

***

# 5
3 unconnected molecules or ions with the total composition C3H14NO2 at a distorted geometry, computed with ωB97M-V/def2-TZVPD.

Calculated values
- Electronic energy: -327.705900 hartree
- Charge: +1
- Energy above the lowest of the compared OMol25 structures with the same formula, charge and spin: 10.47 kcal per mole

Last column: Mulliken charge in e.
Cartesian coordinates (Å):
C: -2.11454 0.42802 -0.55258  -1.159
C: -1.31251 0.40587 0.73502  -0.301
N: 0.09852 -0.00911 0.39207  -0.079
C: 1.02056 -0.18240 1.56258  -0.943
H: -1.81619 1.19644 -1.25509  0.316
H: -3.17368 0.50669 -0.30348  0.380
H: -2.12188 -0.56934 -1.00686  0.339
H: -1.64246 -0.31452 1.47213  0.376
H: -1.24931 1.41680 1.13031  0.337
H: 0.06643 -0.98019 0.05737  0.409
H: 0.50460 0.48385 -0.41591  0.318
H: 0.59255 -1.01478 2.11105  0.395
H: 2.05236 -0.35605 1.26294  0.315
H: 1.10596 0.73309 2.14365  0.369
H: 1.42737 2.86501 -0.99416  0.317
H: 1.44318 1.92553 -2.23587  0.321
O: 1.47557 1.94681 -1.26503  -0.670
H: 0.71107 -3.07558 -1.49739  0.305
H: 1.91032 -2.90427 -0.58675  0.294
O: 1.02208 -2.50189 -0.75400  -0.638

***

Q: What is the energy above the lowest of the compared OMol25 structures with the same formula, charge and spin in the fourth record?
A: 14.49 kcal per mole

***

Q: The highest electronic energy belongs to which entry?
A: C3H14NO2

***

Q: Which of these has the highest energy above the lowest of the compared OMol25 structures with the same formula, charge and spin?
A: C3H3ClFN